(1)
C38H40I2N2O3STeTi as an isolated structure at a distorted geometry, computed with the ωB97M-V functional and the def2-TZVPD basis.

```
88
Properties=species:S:1:pos:R:3:forces:R:3:mulliken_spin:R:1
Ti -2.205791 -0.511657 0.397325 1.02 0.88 1.07 0.935
S -5.022071 -0.339804 4.210925 0.01 0.01 0.00 0.001
C -4.908364 -2.037662 4.295489 0.03 -0.13 -0.10 0.001
C -4.612911 -2.610017 3.093835 -0.05 0.19 0.16 0.003
C -4.492023 -1.617697 2.100352 0.05 0.01 -0.16 -0.011
C -4.687853 -0.329990 2.527320 -0.01 0.02 0.01 0.000
C -4.646611 0.903425 1.735060 -0.04 -0.12 0.04 0.012
C -5.244160 2.080669 2.170955 0.01 0.08 -0.11 -0.003
C -5.139264 3.217921 1.389041 0.02 0.01 -0.03 0.011
C -4.480787 3.151374 0.168195 -0.10 -0.16 0.08 -0.006
C -3.935565 1.939309 -0.204603 0.00 0.15 -0.13 0.039
N -3.983977 0.846388 0.564227 0.21 0.02 -0.01 -0.017
H -5.037487 -2.530873 5.244424 0.00 -0.02 0.02 0.000
H -4.452244 -3.661845 2.922158 0.00 -0.04 0.00 0.000
H -5.782525 2.110401 3.107700 0.01 -0.05 0.02 0.000
H -5.578847 4.146753 1.726340 0.00 0.01 0.00 0.001
H -4.389898 4.009716 -0.480102 -0.01 0.02 0.00 0.000
H -3.415997 1.829003 -1.147374 0.04 0.02 0.04 -0.009
C -2.795065 -2.750507 -3.230137 0.00 0.02 0.03 0.002
C -3.278448 -2.208228 -1.925438 -0.35 0.06 0.42 0.044
O -2.506175 -1.530348 -1.237546 -0.09 -0.53 -1.13 -0.027
C -4.666321 -2.427803 -1.469342 0.25 -0.02 -0.21 0.013
C -5.632087 -2.817080 -2.402939 -0.08 -0.01 0.05 0.013
C -6.964691 -2.935580 -2.056451 0.15 0.02 0.01 -0.005
C -7.341277 -2.673276 -0.748281 -0.12 -0.01 0.05 0.011
C -6.408135 -2.312356 0.212191 0.08 -0.01 -0.09 -0.009
C -5.075837 -2.194455 -0.146127 -0.11 -0.05 0.07 0.016
O -4.107495 -1.907060 0.792717 0.03 0.17 0.00 0.012
H -1.721489 -2.597105 -3.296838 0.00 -0.01 -0.02 0.000
H -3.282878 -2.226428 -4.054545 0.01 0.03 -0.01 0.004
H -3.038382 -3.807774 -3.327755 0.02 -0.02 0.02 0.001
H -5.330813 -3.012516 -3.422144 0.01 0.00 -0.01 0.001
H -7.695727 -3.228108 -2.795612 -0.02 0.00 0.00 0.000
H -8.380597 -2.758751 -0.459802 0.00 -0.01 0.01 0.001
H -6.714176 -2.136647 1.233409 0.00 0.01 0.01 0.000
I -0.974354 -2.329942 1.986998 -0.05 -0.07 -0.02 0.001
C 0.877279 1.324247 2.479327 0.26 -0.02 0.21 0.003
I -1.184148 1.755838 2.705259 -0.22 0.02 -0.02 -0.003
H 1.370396 2.241152 2.777843 0.04 -0.03 0.01 0.000
H 1.060568 0.548307 3.227155 0.04 0.09 0.05 -0.002
C -0.714747 2.393345 -1.918849 -0.04 0.09 -0.01 -0.005
C -0.207568 1.558216 -0.776520 0.25 0.14 0.14 0.011
O 0.977599 1.884391 -0.355403 0.01 0.14 -0.02 -0.005
N -0.868411 0.606935 -0.233044 -1.06 -0.83 -0.44 -0.024
Te 1.851249 0.254229 0.762209 -0.28 -0.02 0.03 -0.007
C 3.710423 0.856458 1.584107 -0.17 -0.02 -0.02 -0.001
C 4.607539 -0.201509 1.784063 0.16 0.06 0.08 0.000
C 4.299622 -1.623359 1.402908 0.02 -0.14 -0.04 0.000
C 5.847956 0.080110 2.342538 -0.03 0.04 0.02 0.000
C 6.213338 1.369977 2.711178 -0.04 -0.12 -0.03 0.000
C 7.560545 1.646592 3.311703 0.08 0.01 0.05 0.000
C 5.303585 2.390384 2.491543 -0.09 0.05 -0.05 0.000
C 4.051500 2.168643 1.920203 0.15 0.01 0.04 0.000
C 3.211053 3.394892 1.670653 -0.01 0.02 -0.02 0.000
C 2.673261 -0.006667 -1.249052 0.03 0.09 -0.01 0.001
C 2.326697 -1.238270 -1.818372 0.03 -0.07 -0.14 0.001
C 1.404624 -2.240060 -1.165775 -0.11 -0.09 0.14 -0.008
C 2.848288 -1.583544 -3.067444 -0.03 0.02 0.08 0.000
C 3.698386 -0.742131 -3.761233 0.03 0.08 0.04 0.000
C 4.246127 -1.111264 -5.109598 0.01 -0.03 -0.06 0.000
C 4.023532 0.476951 -3.177643 -0.02 -0.05 -0.03 0.000
C 3.527189 0.866209 -1.939063 0.05 -0.11 -0.12 0.000
C 3.963032 2.203370 -1.417452 0.02 0.11 0.07 0.000
H -1.057475 3.358505 -1.538549 -0.01 -0.02 0.02 0.000
H -1.531670 1.893419 -2.434318 0.01 0.00 0.01 0.000
H 0.096109 2.590207 -2.618253 0.02 -0.03 0.01 0.000
H 3.369115 -1.990003 1.842911 -0.01 0.05 0.04 0.000
H 5.097644 -2.280541 1.744280 0.00 -0.01 -0.03 0.000
H 4.219880 -1.735675 0.318181 -0.01 0.02 -0.02 0.000
H 6.544448 -0.734500 2.503032 0.01 -0.01 0.00 0.000
H 8.077617 0.720492 3.556593 0.01 0.00 0.01 0.000
H 7.473532 2.237600 4.223715 -0.02 0.01 0.00 0.000
H 8.191268 2.206711 2.619443 -0.02 0.01 -0.02 0.000
H 5.567966 3.409787 2.752908 0.04 0.00 0.02 0.000
H 3.794957 4.113118 1.093694 0.01 0.03 0.01 0.000
H 2.956201 3.875123 2.617877 -0.03 0.02 -0.01 0.000
H 2.294462 3.208337 1.119087 -0.01 -0.06 -0.02 0.000
H 0.410731 -1.833356 -0.965200 0.02 0.05 -0.07 0.004
H 1.770058 -2.606598 -0.203458 0.07 0.01 -0.04 0.001
H 1.287949 -3.107253 -1.815056 -0.02 0.00 0.00 -0.001
H 2.580781 -2.541606 -3.499649 -0.01 -0.01 0.00 0.000
H 4.029532 -2.148770 -5.359338 -0.01 -0.01 0.01 0.000
H 5.326851 -0.972829 -5.146092 0.01 0.01 0.01 0.000
H 3.812168 -0.482212 -5.888773 0.00 0.01 -0.01 0.000
H 4.688842 1.150023 -3.707979 0.00 0.02 0.00 0.000
H 4.338126 2.814437 -2.237609 0.02 0.02 0.01 0.000
H 4.767178 2.099848 -0.686410 0.01 -0.01 0.01 0.000
H 3.145134 2.740847 -0.945906 -0.05 -0.01 0.02 0.000
```
Positions in Å, forces in eV/Å.

## Properties
LUMO energy (alpha / beta): -3.29 / -3.37 eV
Kohn-Sham gap (alpha / beta): 6.5 / 6.5 eV
total charge: +1
HOMO level (alpha / beta): -9.8 / -9.9 eV
multiplicity: 2
DFT total energy: -106618.8472 eV
largest force on an atom: 1.7 eV Å⁻¹

(2)
C38H40N11O2Pd as an isolated structure, computed with the ωB97M-V functional and the def2-TZVPD basis.

```
92
Properties=species:S:1:pos:R:3:forces:R:3:mulliken_spin:R:1
Pd 0.851604 0.922236 -0.547837 -0.04 0.08 -0.01 0.802
C -2.212856 -3.758173 -1.857826 0.00 0.00 -0.02 0.000
N -1.838901 -2.387663 -1.552600 0.04 -0.01 0.02 0.000
C -0.649291 -1.905593 -1.186910 -0.02 -0.03 -0.04 -0.013
N -0.767812 -0.633469 -0.857069 0.04 0.01 0.03 0.069
C -2.091470 -0.387553 -1.032053 -0.02 0.01 -0.03 -0.010
N -2.776440 -1.424815 -1.450951 -0.01 0.01 0.01 0.004
C -2.464640 -4.582166 -0.615251 -0.01 0.00 0.00 0.000
C -2.418004 -5.968828 -0.693951 -0.01 0.00 -0.02 0.000
C -2.686166 -6.743796 0.424963 0.00 -0.01 0.01 0.000
C -2.992761 -6.143351 1.634169 0.00 0.01 0.00 0.000
C -3.030579 -4.755100 1.716204 0.01 0.00 -0.01 0.000
C -2.771949 -3.977116 0.593193 0.01 -0.01 0.01 0.000
C -3.348072 -4.116599 2.990148 -0.06 0.08 -0.01 0.000
N -3.739875 -4.664587 4.084753 0.04 -0.03 0.03 0.000
N -3.900874 -3.639359 5.003045 -0.02 0.01 0.03 0.000
C -3.600093 -2.548821 4.391211 -0.01 -0.01 -0.06 0.000
O -3.240880 -2.765118 3.098634 0.04 -0.05 0.05 0.000
C -3.589744 -1.186873 4.918254 0.00 0.02 -0.01 0.000
C -4.050262 -0.956712 6.213148 0.01 -0.01 -0.01 0.000
C -4.015924 0.324359 6.730067 0.00 0.00 0.01 0.000
C -3.519365 1.373607 5.967731 0.01 0.02 -0.01 0.000
C -3.067819 1.149417 4.675605 0.01 -0.02 -0.03 0.000
C -2.551707 2.304039 3.850577 0.00 0.01 -0.01 0.000
N -1.381179 1.941397 3.062825 -0.01 0.03 -0.06 0.000
C -1.240068 1.891088 1.735973 -0.02 -0.02 0.07 -0.011
N -0.029935 1.454114 1.435898 0.00 0.00 -0.02 0.063
C 0.538591 1.249862 2.654870 0.01 0.01 -0.01 -0.006
N -0.247436 1.535985 3.662722 0.00 -0.03 0.03 0.003
C -3.107681 -0.134680 4.149440 0.00 0.00 0.03 0.000
H -1.419812 -4.201021 -2.460448 0.00 0.00 0.00 0.000
H -3.109230 -3.694909 -2.473858 0.00 -0.01 0.00 0.000
H 0.258369 -2.487266 -1.179901 0.00 -0.01 0.00 0.000
H -2.542259 0.576253 -0.865362 0.00 0.01 0.02 0.001
H -2.172591 -6.449059 -1.634170 0.00 0.00 0.00 0.000
H -2.648735 -7.822268 0.353903 0.00 0.00 0.00 0.000
H -3.198223 -6.732975 2.516942 0.00 0.00 0.00 0.000
H -2.825361 -2.899559 0.671918 0.00 0.00 0.00 0.000
H -4.418570 -1.787788 6.798594 0.00 0.00 0.00 0.000
H -4.364012 0.508367 7.737180 0.00 0.00 0.00 0.000
H -3.476673 2.371213 6.387865 0.00 0.00 0.00 0.000
H -2.281691 3.139827 4.494003 0.00 0.00 0.01 0.000
H -3.304809 2.652167 3.141576 0.00 0.00 0.01 0.000
H -2.006428 2.184641 1.037396 -0.01 0.00 -0.01 0.000
H 1.542990 0.885475 2.789904 0.01 0.00 0.00 0.000
H -2.741021 -0.330359 3.148792 0.00 0.00 0.00 0.000
O -1.960896 2.753395 -2.179041 -0.04 -0.03 0.09 -0.002
H -2.243844 2.020497 -2.737246 -0.01 0.02 -0.03 0.000
H -2.620022 3.441833 -2.322781 0.04 0.01 -0.03 0.000
C 3.308558 2.755692 0.236715 0.00 -0.01 -0.01 -0.021
C 4.122841 4.074073 0.171154 0.00 0.00 0.01 0.003
N 3.456535 5.038610 -0.699244 0.01 0.02 0.01 0.001
C 2.116755 5.305493 -0.184603 0.00 0.00 0.00 0.004
C 1.285982 3.997011 -0.142350 0.00 0.00 0.01 -0.012
N 2.107172 2.862263 -0.618756 0.01 -0.02 0.00 0.090
C 2.538597 3.153040 -2.003527 0.01 0.01 0.01 -0.016
C 3.346158 4.475823 -2.041033 -0.01 0.00 -0.01 0.003
H 2.972131 2.541879 1.252871 0.00 -0.01 0.01 0.003
H 3.891870 1.900739 -0.109973 -0.01 0.00 0.00 0.002
H 5.125591 3.895467 -0.219468 0.00 0.00 0.00 -0.001
H 4.229765 4.519440 1.161206 0.00 0.00 0.00 0.000
H 1.644142 6.051510 -0.825032 0.00 0.00 0.00 -0.001
H 2.212550 5.740232 0.811500 0.00 0.00 0.00 -0.001
H 0.400181 4.049582 -0.778406 -0.01 0.00 0.00 0.003
H 0.956958 3.766444 0.870581 0.00 0.00 -0.01 0.002
H 1.643840 3.206881 -2.626108 0.01 0.00 0.01 0.000
H 3.138516 2.311976 -2.349019 0.00 -0.02 -0.01 0.006
H 2.862962 5.213105 -2.683675 0.00 0.00 0.00 0.000
H 4.351953 4.309391 -2.429448 0.00 0.00 0.00 -0.001
C 5.837768 -1.232673 -1.406792 0.02 -0.01 -0.01 0.120
C 4.864060 -1.270688 -0.414571 -0.04 0.01 0.02 -0.062
C 3.573443 -0.862689 -0.692149 0.03 0.01 -0.02 0.104
C 3.223577 -0.446557 -1.986269 0.02 -0.01 0.02 -0.070
C 4.214238 -0.409110 -2.981026 0.01 -0.01 0.01 0.143
C 5.509904 -0.791468 -2.682767 0.00 0.00 -0.01 -0.062
N 1.930041 0.002389 -2.206203 0.05 -0.04 0.00 0.591
C 1.324936 -0.214024 -3.419262 -0.05 0.03 -0.02 -0.046
C 1.636771 -1.302787 -4.257692 0.01 -0.01 0.02 0.168
C 0.938511 -1.494440 -5.434303 -0.01 0.00 -0.02 -0.076
C -0.065272 -0.608911 -5.811759 0.01 -0.01 0.00 0.153
C -0.385872 0.468064 -4.988710 0.01 0.01 0.01 -0.086
C 0.283691 0.655797 -3.797603 0.00 0.02 0.01 0.118
H 6.851497 -1.535841 -1.182632 0.00 0.00 0.00 0.006
H 5.117924 -1.611633 0.580423 0.00 0.00 0.00 -0.001
H 2.805527 -0.868685 0.073464 -0.01 0.01 0.00 0.009
H 3.967329 -0.040943 -3.968219 0.00 0.00 0.00 -0.002
H 6.271309 -0.738960 -3.449524 0.00 0.00 0.00 0.000
H 2.399209 -2.008673 -3.956749 0.00 0.00 0.00 0.001
H 1.175274 -2.342114 -6.063697 0.00 0.00 0.00 0.000
H -0.598629 -0.759183 -6.740620 0.00 0.00 0.00 0.007
H -1.160449 1.162576 -5.287919 0.00 0.00 0.00 -0.001
H 0.046566 1.487706 -3.143052 0.01 -0.02 -0.01 0.021
```
Positions in Å, forces in eV/Å.

## Properties
LUMO energy (alpha / beta): -1.92 / -4.36 eV
Kohn-Sham gap (alpha / beta): 7.8 / 6.0 eV
total charge: +1
HOMO level (alpha / beta): -9.7 / -10.4 eV
multiplicity: 3
DFT total energy: -64015.5636 eV
largest force on an atom: 0.1 eV Å⁻¹

The lowest largest force on an atom belongs to which entry?
C38H40N11O2Pd